DFT (ωB97M-V with the def2-TZVPD basis set) results for C29H37GeO5RuS2 as an isolated structure.

Results
relative energy (zero: lowest compared OMol25 entry of this formula, charge and spin) = 47.5 kcal per mole
spin multiplicity = 2
expectation value of S² = 1.0005
HOMO energy (alpha / beta) = -6.7 / -7.0 eV
energy = -4471.41535 Eh
maximum force = 4.7 eV Å⁻¹

Last column: Mulliken charge in e.
Cartesian coordinates (Å):
Ru 0.06 -1.19 -0.14  0.35
C 6.19 1.15 2.38  -0.78
O 6.19 -0.26 2.54  -0.46
C 5.03 -0.91 2.29  1.14
C 5.07 -2.30 2.49  -1.08
C 3.94 -3.04 2.28  -0.99
C 2.72 -2.46 1.86  0.00
C 1.56 -3.28 1.65  1.09
C 1.64 -4.77 1.92  -1.82
O 0.46 -2.86 1.26  -0.54
C 2.68 -1.04 1.64  -0.57
O 1.62 -0.39 1.30  0.77
C 3.88 -0.30 1.86  -0.47
H 7.19 1.48 2.65  0.24
H 5.46 1.63 3.04  0.32
H 5.99 1.44 1.35  0.32
H 6.00 -2.76 2.81  0.42
H 3.99 -4.11 2.44  0.40
H 1.90 -4.97 2.96  0.43
H 2.40 -5.23 1.28  0.43
H 0.67 -5.20 1.70  0.34
H 3.83 0.77 1.68  0.34
O 0.12 1.11 -0.79  -0.19
S 0.51 2.44 -0.22  -0.10
C 0.13 2.40 1.57  -0.92
C -1.25 1.81 1.83  0.46
C -1.42 1.36 3.28  -1.01
C -0.86 -0.04 3.54  0.26
S -2.00 -1.41 3.21  -0.13
O -2.05 -1.42 1.53  -0.36
C -3.09 -0.80 0.85  0.18
C -3.04 -0.90 -0.54  -0.02
C -4.01 -0.29 -1.31  -0.42
C -5.04 0.42 -0.71  -0.64
C -5.10 0.49 0.67  -0.61
C -4.15 -0.14 1.46  -0.36
C -0.84 3.55 -0.68  0.32
C -0.78 4.90 -0.35  -0.39
C -1.82 5.73 -0.74  -0.59
C -2.88 5.22 -1.47  -0.47
C -2.91 3.88 -1.82  -0.57
C -1.88 3.04 -1.43  -0.29
H 0.24 3.42 1.95  0.58
H 0.91 1.76 1.99  0.44
H -1.34 0.94 1.17  -0.62
H -2.02 2.52 1.54  0.44
H -2.48 1.39 3.55  0.37
H -0.91 2.07 3.94  0.47
H -0.62 -0.19 4.60  0.46
H 0.03 -0.23 2.95  -0.50
H -2.23 -1.47 -0.99  0.43
H -3.97 -0.38 -2.39  0.36
H -5.79 0.91 -1.31  0.44
H -5.91 1.03 1.15  0.41
H -4.21 -0.10 2.54  0.48
H 0.06 5.29 0.22  0.40
H -1.79 6.78 -0.48  0.39
H -3.69 5.88 -1.77  0.38
H -3.74 3.48 -2.40  0.42
H -1.88 1.98 -1.67  0.43
C 1.61 -2.90 -4.88  -1.18
Ge 0.22 -1.82 -3.96  0.48
C -1.53 -2.69 -4.28  -1.10
C 0.13 -0.08 -4.92  -1.20
C 0.67 -1.62 -2.11  -0.41
H 1.36 -3.00 -5.94  0.35
H 1.70 -3.89 -4.44  0.36
H 2.58 -2.40 -4.81  0.36
H -1.65 -2.89 -5.35  0.40
H -2.35 -2.04 -3.97  0.24
H -1.61 -3.63 -3.75  0.36
H 0.08 -0.28 -6.00  0.37
H 1.02 0.52 -4.72  0.38
H -0.75 0.48 -4.63  0.32
H 1.76 -1.57 -1.95  0.43